No. 1
Computed, not measured: an isolated molecule of C30H50, with ωB97M-V/def2-TZVPD.

Computed properties:
- SMILES = CC(C)=CCC/C(C)=C/CC/C(C)=C/CC/C=C(\C)CC/C=C(\C)CCC=C(C)C
- HOMO (eV) = -8.5
- max |F| (eV Å⁻¹) = 0.4
- energy relative to the best compared isomer or geometry (same formula, charge and spin) (kJ/mol) = 22.08
- E_tot (Ha) = -1173.02542
- Kohn-Sham gap (eV) = 9.29

CARTESIAN COORDINATES (ANGSTROEM)
C -4.445 0.609 -1.199
C -4.798 0.484 0.253
C -3.962 0.090 1.206
C -2.532 -0.326 1.041
H -2.065 0.197 0.206
H -1.976 -0.070 1.946
C -2.427 -1.847 0.817
C -0.991 -2.277 0.720
C -0.398 -2.937 1.707
C 1.039 -3.360 1.732
H 1.645 -2.642 1.178
H 1.142 -4.332 1.236
C 1.577 -3.477 3.164
C 1.488 -2.165 3.909
C 2.233 -1.130 3.536
C 2.206 0.250 4.120
H 3.147 0.755 3.895
H 2.096 0.212 5.206
C 1.047 1.078 3.531
C 1.161 1.191 2.041
C 1.901 2.064 1.367
C 1.925 2.060 -0.138
H 1.659 1.073 -0.521
H 2.930 2.300 -0.492
C 0.933 3.086 -0.718
C 1.011 3.083 -2.211
C 0.189 2.468 -3.053
C 0.468 2.457 -4.532
H -0.402 2.830 -5.081
H 1.312 3.113 -4.751
C 0.793 1.034 -5.014
C 1.880 0.426 -4.183
C 1.949 -0.837 -3.781
C 3.085 -1.332 -2.937
H 3.787 -0.533 -2.714
H 2.707 -1.735 -1.997
H 3.617 -2.133 -3.450
C 0.925 -1.876 -4.151
H 0.957 -2.079 -5.221
H -0.083 -1.542 -3.908
H 1.114 -2.805 -3.621
H 2.663 1.114 -3.892
H 1.113 1.080 -6.060
H -0.105 0.416 -4.974
C -1.022 1.694 -2.622
H -1.754 1.650 -3.425
H -0.735 0.675 -2.363
H -1.492 2.145 -1.751
H 1.873 3.602 -2.613
H -0.068 2.838 -0.366
H 1.186 4.081 -0.343
C 2.755 3.120 2.005
H 3.799 2.807 1.994
H 2.469 3.308 3.036
H 2.685 4.053 1.448
H 0.603 0.448 1.487
H 1.047 2.065 3.997
H 0.105 0.585 3.780
H 2.903 -1.255 2.696
C 0.510 -2.133 5.045
H -0.510 -2.168 4.660
H 0.652 -3.001 5.687
H 0.613 -1.235 5.647
H 2.619 -3.804 3.118
H 1.010 -4.243 3.697
H -0.979 -3.220 2.574
C -0.265 -1.887 -0.537
H 0.466 -1.101 -0.341
H -0.963 -1.525 -1.287
H 0.269 -2.741 -0.951
H -2.917 -2.360 1.647
H -2.961 -2.106 -0.101
H -4.337 0.016 2.219
C -6.218 0.857 0.566
H -6.422 0.782 1.631
H -6.419 1.879 0.244
H -6.908 0.202 0.033
H -5.148 0.033 -1.800
H -3.442 0.255 -1.410
H -4.520 1.651 -1.513

---

No. 2
Computed, not measured: a 2-piece molecular cluster, C30H50BF5NO5P overall, with ωB97M-V/def2-TZVPD.

Computed properties:
- HOMO (eV) = -5.5
- max |F| (eV Å⁻¹) = 0.9
- E_tot (Ha) = -2469.59918
- Kohn-Sham gap (eV) = 3.99

CARTESIAN COORDINATES (ANGSTROEM)
C -2.296 0.311 -6.019
C -1.754 -1.057 -5.531
B -0.353 -1.047 -4.834
O 0.604 -1.985 -5.210
C 0.230 -0.083 -3.686
C -0.601 1.086 -3.149
F -0.539 2.100 -4.075
F 0.073 1.593 -2.042
C -2.036 0.832 -2.774
C -2.938 1.893 -2.861
C -4.268 1.716 -2.502
C -4.727 0.479 -2.065
C -3.822 -0.576 -1.978
C -4.307 -1.927 -1.525
F -3.273 -2.787 -1.305
F -5.026 -1.863 -0.397
F -5.085 -2.501 -2.472
C -2.487 -0.401 -2.314
C 0.554 -1.085 -2.515
C 2.060 -1.368 -2.518
C 2.489 -2.828 -2.339
C 2.868 -3.128 -0.890
C 1.693 -3.057 0.083
C 2.150 -3.326 1.522
C 2.783 -2.085 2.192
C 1.899 -1.497 3.286
C 2.523 -0.278 3.974
C 1.838 0.043 5.302
C 2.156 1.454 5.849
C 2.814 1.478 7.247
C 2.143 2.432 8.252
C 2.747 3.846 8.253
O 2.838 4.403 9.547
C 1.671 5.085 9.950
N 2.543 -0.775 -3.823
C 1.650 0.423 -4.050
P 1.887 1.478 -5.580
C 3.533 0.845 -6.119
O 0.905 0.735 -6.675
H -1.526 1.068 -6.135
H -2.751 0.177 -7.001
H -3.082 0.685 -5.366
H -1.682 -1.727 -6.396
H -2.517 -1.499 -4.882
H 0.189 -2.751 -5.620
H -2.615 2.869 -3.195
H -4.963 2.543 -2.559
H -5.768 0.343 -1.778
H -1.832 -1.250 -2.226
H 0.272 -0.683 -1.545
H 0.026 -2.033 -2.623
H 2.547 -0.766 -1.748
H 3.369 -2.999 -2.968
H 1.682 -3.479 -2.678
H 3.667 -2.452 -0.567
H 3.273 -4.141 -0.845
H 1.205 -2.078 0.060
H 0.963 -3.821 -0.199
H 1.319 -3.695 2.124
H 2.896 -4.127 1.495
H 3.747 -2.359 2.623
H 2.952 -1.324 1.422
H 0.935 -1.198 2.864
H 1.711 -2.260 4.046
H 2.455 0.586 3.307
H 3.586 -0.479 4.143
H 2.129 -0.706 6.043
H 0.758 -0.041 5.158
H 1.224 2.019 5.903
H 2.799 1.977 5.137
H 2.793 0.473 7.674
H 3.866 1.756 7.144
H 2.269 2.027 9.258
H 1.077 2.484 8.023
H 3.756 3.821 7.840
H 2.146 4.503 7.611
H 1.352 5.802 9.184
H 1.912 5.644 10.852
H 0.846 4.395 10.157
H 3.476 -0.397 -3.676
H 2.549 -1.444 -4.591
H 1.971 1.109 -3.257
H 3.583 -0.249 -6.117
H 3.680 1.167 -7.149
H 4.327 1.235 -5.482
H 1.364 0.318 -7.411
C -8.554 -0.268 -0.138
C -8.976 1.164 -0.561
O -10.023 1.610 -0.060
O -8.199 1.725 -1.377
H -9.264 -0.699 0.568
H -8.494 -0.910 -1.021
H -7.565 -0.238 0.327